(1)
Density functional theory data (wB97M-V/def2-TZVPD) for a structure of composition C46H52F3GeN3O3OsSSi.

The geometry in XYZ format:
```
111
Properties=species:S:1:pos:R:3
Os -0.29 -1.63 0.93
N 9.09 -5.84 -0.24
C 8.06 -5.36 -0.10
C 6.77 -4.75 0.07
C 6.25 -3.93 -0.92
C 5.00 -3.37 -0.76
C 4.25 -3.62 0.39
C 4.78 -4.44 1.38
C 6.03 -5.01 1.23
C 2.89 -3.03 0.55
C 2.80 -1.65 0.80
C 3.93 -0.72 0.80
C 3.44 0.52 0.90
C 1.96 0.46 0.99
N 1.67 -0.97 1.04
C 1.80 -3.87 0.39
C 1.88 -5.25 0.08
C 0.59 -5.73 -0.03
C -0.26 -4.67 0.23
N 0.44 -3.51 0.48
H 6.83 -3.74 -1.82
H 4.59 -2.73 -1.54
H 4.21 -4.63 2.28
H 6.45 -5.64 2.00
H 4.96 -1.01 0.68
H 3.98 1.45 0.91
H 1.54 1.00 1.83
H 2.79 -5.79 -0.08
H 0.28 -6.74 -0.26
H -1.33 -4.68 0.25
C 2.48 4.13 -3.68
C 2.74 4.22 -2.18
C 3.82 3.23 -1.75
C 3.11 5.64 -1.77
O 1.48 3.90 -1.54
Si 0.95 3.18 -0.21
S 1.11 1.02 -0.55
O 1.86 3.38 1.12
C 1.75 4.24 2.28
C 3.16 4.34 2.84
C 0.80 3.58 3.27
C 1.23 5.61 1.87
O -0.59 3.56 0.04
C -1.65 4.12 -0.76
C -1.90 3.18 -1.93
C -1.26 5.51 -1.25
C -2.86 4.19 0.16
H 3.39 4.36 -4.23
H 1.71 4.83 -3.97
H 2.16 3.12 -3.94
H 4.73 3.41 -2.31
H 3.50 2.21 -1.93
H 4.04 3.35 -0.69
H 4.04 5.94 -2.24
H 3.24 5.69 -0.69
H 2.33 6.34 -2.07
H 3.54 3.35 3.08
H 3.17 4.94 3.75
H 3.83 4.80 2.11
H 1.21 2.62 3.60
H -0.17 3.40 2.80
H 0.66 4.21 4.14
H 1.85 6.04 1.09
H 1.24 6.29 2.72
H 0.21 5.54 1.51
H -1.01 3.11 -2.55
H -2.72 3.55 -2.55
H -2.17 2.19 -1.56
H -0.42 5.45 -1.94
H -0.98 6.14 -0.41
H -2.10 5.97 -1.76
H -3.13 3.19 0.51
H -3.71 4.62 -0.36
H -2.64 4.81 1.03
F -2.48 -0.52 2.59
C -1.38 -0.07 1.93
F -1.77 0.97 1.18
F -0.55 0.42 2.90
C -1.75 -2.47 -2.13
Ge -2.45 -1.88 -0.40
C -3.76 -0.50 -0.69
C -3.80 0.18 -1.91
C -4.82 1.08 -2.18
C -5.80 1.32 -1.23
C -5.77 0.65 -0.01
C -4.76 -0.25 0.26
C -3.30 -3.25 0.76
C -2.98 -3.34 2.09
C -3.51 -4.37 2.91
C -4.34 -5.30 2.37
C -4.71 -5.24 1.00
C -5.57 -6.21 0.43
C -5.95 -6.13 -0.87
C -5.49 -5.07 -1.68
C -4.64 -4.12 -1.16
C -4.21 -4.19 0.19
H -2.54 -2.48 -2.87
H -1.31 -3.47 -2.06
H -0.98 -1.78 -2.46
H -3.04 0.00 -2.66
H -4.85 1.59 -3.13
H -6.60 2.01 -1.44
H -6.54 0.84 0.73
H -4.74 -0.77 1.21
H -2.31 -2.63 2.57
H -3.25 -4.40 3.96
H -4.74 -6.10 2.98
H -5.94 -7.01 1.07
H -6.61 -6.87 -1.30
H -5.81 -4.99 -2.70
H -4.33 -3.29 -1.78
```

Expectation value of S²: 8.791
2S+1: 6
Net charge: +1
E_LUMO (alpha / beta), eV: -2.7 / -5.3
Calculated total energy, Eh: -5328.7976
Orbital gap (alpha / beta), eV: 7.441 / 5.422
Energy above the lowest of the compared OMol25 structures with the same formula, charge and spin, kcal/mol: 19.9

Löwdin population analysis, charges in e, atoms 1 to 99: 1.5481, 0.1749, -0.1737, -0.2187, -0.0047, -0.0148, -0.2133, -0.0098, -0.0038, -0.0712, -0.2158, 0.0306, -0.0308, -0.6201, -0.1756, -0.2273, 0.0238, -0.0323, -0.1271, -0.1400, 0.1263, 0.1298, 0.1297, 0.1266, 0.1241, 0.1159, 0.0919, 0.1244, 0.1148, 0.0908, -0.0175, -0.6226, -0.0335, -0.0120, -0.1368, 0.0122, 0.8216, -0.1477, -0.6120, -0.0178, -0.0148, -0.0125, -0.1315, -0.6155, -0.0164, -0.0141, -0.0110, 0.0931, 0.0895, 0.0910, 0.0970, 0.0687, 0.0758, 0.0964, 0.0726, 0.0933, 0.0850, 0.0951, 0.0884, 0.0828, 0.0856, 0.0979, 0.0824, 0.1001, 0.0716, 0.0864, 0.0968, 0.0648, 0.0753, 0.0851, 0.0961, 0.0779, 0.0932, 0.0906, 0.0302, -0.7174, 0.0444, 0.0352, -0.2267, 0.8762, -0.3205, -0.1273, -0.0828, -0.0676, -0.0639, -0.0992, -0.2846, -0.1429, -0.0560, -0.0143, -0.1582, -0.0238, -0.0634, -0.0581, -0.0382, -0.1745, 0.0264, 0.0165, 0.0226

=====

(2)
Density functional theory data (wB97M-V/def2-TZVPD) for a cluster of 9 separate species, C46H52O22 in total at a distorted geometry.

The geometry in XYZ format:
```
120
Properties=species:S:1:pos:R:3
O 18.34 18.60 8.73
C 17.22 18.45 9.20
C 16.28 17.35 8.81
C 15.13 17.18 9.45
C 14.72 18.05 10.53
O 13.62 17.89 10.96
C 15.67 19.04 11.06
C 16.80 19.27 10.39
H 16.60 16.73 7.99
H 14.36 16.51 9.08
H 15.46 19.48 11.98
H 17.58 19.92 10.70
O 22.08 22.06 14.71
C 22.71 22.07 15.78
C 21.95 22.30 17.01
C 22.64 22.22 18.12
C 24.16 21.85 18.04
O 24.70 21.64 19.07
C 24.89 21.73 16.74
C 24.14 21.77 15.64
H 20.90 22.50 16.88
H 22.24 22.49 19.09
H 25.88 21.29 16.72
H 24.54 21.50 14.69
O 17.54 25.91 12.81
C 16.53 25.38 13.14
C 16.01 24.22 12.34
C 14.86 23.68 12.62
C 14.02 24.21 13.70
O 12.88 23.85 13.86
C 14.47 25.48 14.44
C 15.69 25.99 14.24
H 16.57 23.89 11.52
H 14.46 22.87 11.99
H 13.74 25.81 15.20
H 16.23 26.79 14.80
O 16.47 16.75 12.53
C 16.44 15.51 12.68
C 15.09 14.81 12.65
C 14.99 13.50 12.54
C 16.21 12.66 12.49
O 16.19 11.43 12.55
C 17.52 13.34 12.52
C 17.63 14.62 12.73
H 14.25 15.54 12.76
H 14.13 12.84 12.54
H 18.43 12.79 12.24
H 18.61 15.10 12.79
O 13.42 20.62 10.88
C 12.53 20.44 11.67
C 11.13 20.47 11.19
C 10.18 20.13 12.02
C 10.46 19.96 13.47
O 9.61 19.79 14.31
C 11.85 19.95 14.01
C 12.83 20.25 13.16
H 11.05 20.67 10.11
H 9.14 20.07 11.80
H 11.96 19.83 15.02
H 13.84 20.45 13.45
C 18.52 25.90 7.64
C 19.58 25.34 8.58
O 18.94 24.66 9.70
C 19.73 24.29 10.68
O 19.27 23.80 11.70
O 21.01 24.44 10.49
C 21.80 24.16 11.63
H 18.91 26.13 6.63
H 17.98 26.76 8.04
H 17.77 25.12 7.39
H 20.20 26.08 9.00
H 20.20 24.69 8.00
H 22.81 24.31 11.33
H 21.68 23.13 11.96
H 21.63 24.86 12.47
C 10.41 10.77 13.31
C 10.06 12.15 13.88
O 10.76 13.28 13.16
C 10.64 14.41 13.77
O 10.08 14.65 14.81
O 11.26 15.27 12.91
C 11.31 16.64 13.36
H 10.32 10.72 12.19
H 9.74 9.94 13.77
H 11.46 10.54 13.55
H 10.34 12.28 14.90
H 8.98 12.25 13.81
H 11.44 17.26 12.47
H 12.21 16.88 14.03
H 10.40 16.87 13.93
C 10.71 13.40 18.94
C 11.88 13.80 17.99
O 12.95 12.87 18.00
C 12.86 11.78 17.23
O 12.00 11.49 16.45
O 13.93 11.05 17.48
C 13.83 9.79 16.86
H 11.20 12.84 19.74
H 9.89 12.78 18.49
H 10.30 14.28 19.45
H 12.41 14.69 18.31
H 11.53 13.87 16.95
H 12.99 9.28 17.30
H 14.75 9.24 17.06
H 13.71 9.92 15.76
C 16.27 16.87 16.28
C 16.00 18.25 15.67
O 17.16 19.12 15.76
C 17.10 20.25 14.98
O 16.14 20.59 14.37
O 18.29 20.90 15.10
C 18.29 22.24 14.51
H 17.30 16.49 16.05
H 15.66 16.11 15.78
H 16.17 16.77 17.37
H 15.21 18.77 16.09
H 15.76 18.09 14.64
H 18.43 22.91 15.34
H 17.32 22.40 13.98
H 19.25 22.17 14.00
```

2S+1: 1
E_LUMO, eV: -1.7
Calculated total energy, Eh: -3439.0883
Orbital gap, eV: 8.056
SMILES string: O=C1C=CC(=O)C=C1.O=C1C=CC(=O)C=C1.O=C1C=CC(=O)C=C1.O=C1C=CC(=O)C=C1.O=C1C=CC(=O)C=C1.CCOC(=O)OC.CCOC(=O)OC.CCOC(=O)OC.CCOC(=O)OC

Löwdin population analysis, charges in e, atoms 1 to 99: 0.0847, -0.3555, 0.0355, 0.0102, -0.4284, 0.1059, 0.0006, 0.0430, 0.1131, 0.1308, 0.0799, 0.1133, 0.0665, -0.3635, 0.0003, 0.0476, -0.3706, 0.1203, 0.0299, 0.0096, 0.1203, 0.1183, 0.1219, 0.1208, 0.1125, -0.3833, 0.0168, 0.0048, -0.3660, 0.0900, 0.0225, 0.0158, 0.1036, 0.1214, 0.1219, 0.1336, 0.0681, -0.3056, 0.0432, 0.0231, -0.3618, 0.0887, 0.0039, 0.0045, 0.1225, 0.1208, 0.1394, 0.1261, 0.0804, -0.3715, 0.0322, 0.0146, -0.3865, 0.0955, 0.0196, 0.0499, 0.1346, 0.1201, 0.0927, 0.0877, -0.0627, -0.1899, 0.0650, -0.6310, 0.0974, 0.0046, -0.0324, 0.0827, 0.0777, 0.0830, 0.1093, 0.1143, 0.0787, 0.0978, 0.1158, -0.0722, -0.1533, 0.0558, -0.6388, 0.1182, -0.0204, -0.0492, 0.0852, 0.1114, 0.0602, 0.0797, 0.1200, 0.0754, 0.1097, 0.0942, -0.0478, -0.1894, 0.0257, -0.6127, 0.1265, 0.0119, -0.0538, 0.0724, 0.0934

=====

(3)
Density functional theory data (wB97M-V/def2-TZVPD) for a structure of composition C46H53Cl3N7OP2SSi3Y at a distorted geometry.

The geometry in XYZ format:
```
117
Properties=species:S:1:pos:R:3
Y -0.60 0.64 0.42
C 1.57 3.94 -0.69
Si 2.74 2.58 -0.16
C 3.83 2.30 -1.68
C 3.92 3.42 1.09
N 1.75 1.18 0.30
P 2.14 -0.44 0.28
C 0.74 -1.32 0.06
P -0.54 -2.13 -0.43
N -1.90 -1.16 -0.30
Si -3.57 -1.54 0.07
C -4.46 0.04 0.63
C -4.38 -2.38 -1.44
C -4.00 -2.80 1.37
C -0.43 -2.72 -2.20
C 0.54 -3.58 -2.56
C 0.71 -4.02 -3.85
C -0.22 -3.65 -4.81
C -1.27 -2.80 -4.45
C -1.30 -2.26 -3.16
C -0.94 -3.73 0.37
C -0.67 -3.90 1.72
C -1.08 -5.05 2.37
C -1.65 -6.08 1.68
C -1.94 -5.92 0.32
C -1.67 -4.74 -0.28
C 3.02 -0.81 1.82
C 3.62 0.21 2.56
C 4.23 -0.15 3.81
C 4.31 -1.48 4.22
C 3.77 -2.50 3.41
C 3.15 -2.15 2.19
C 3.50 -0.94 -0.95
C 4.85 -0.89 -0.61
C 5.79 -1.28 -1.51
C 5.47 -1.69 -2.74
C 4.10 -1.77 -3.12
C 3.13 -1.44 -2.21
H 2.10 4.82 -0.56
H 0.63 3.94 -0.14
H 1.32 3.89 -1.74
H 4.08 3.25 -2.19
H 3.29 1.80 -2.51
H 4.68 1.60 -1.46
H 4.47 4.18 0.55
H 4.68 2.82 1.64
H 3.26 3.88 1.82
H -3.82 0.92 0.34
H -4.68 0.16 1.68
H -5.43 -0.02 0.18
H -4.24 -1.89 -2.40
H -5.47 -2.34 -1.32
H -3.99 -3.42 -1.57
H -3.50 -2.81 2.33
H -4.11 -3.77 0.88
H -5.04 -2.53 1.59
H 1.25 -4.00 -1.85
H 1.47 -4.67 -4.09
H -0.14 -4.08 -5.80
H -2.04 -2.38 -5.12
H -1.98 -1.45 -2.88
H -0.23 -3.06 2.20
H -0.95 -5.12 3.45
H -1.93 -6.99 2.17
H -2.39 -6.83 -0.19
H -2.03 -4.56 -1.28
H 3.31 1.21 2.35
H 4.49 0.70 4.55
H 4.73 -1.73 5.17
H 3.96 -3.60 3.55
H 2.82 -3.00 1.52
H 5.18 -0.41 0.37
H 6.81 -1.22 -1.28
H 6.31 -2.05 -3.32
H 3.82 -2.16 -4.12
H 2.08 -1.55 -2.45
C -5.31 2.95 -0.80
N -4.45 2.30 -1.76
C -4.93 1.59 -2.84
C -3.88 0.92 -3.38
N -2.73 1.32 -2.67
C -3.13 2.13 -1.63
S -2.24 2.92 -0.45
C -1.38 1.18 -3.14
C -1.18 1.35 -4.49
C 0.15 1.24 -5.02
C 1.18 1.17 -4.08
C 0.87 1.07 -2.70
N -0.39 1.05 -2.26
H -4.87 2.89 0.17
H -6.32 2.53 -0.68
H -5.34 4.01 -1.07
H -5.99 1.60 -3.07
H -3.82 0.20 -4.23
H -2.04 1.58 -5.14
H 0.35 1.33 -6.11
H 2.19 1.23 -4.32
H 1.60 0.92 -1.97
Cl -3.32 1.10 3.86
Si -1.48 0.12 3.30
Cl -1.84 -1.75 4.05
Cl -0.10 0.84 4.79
N -0.40 5.38 6.59
C 0.52 5.53 5.57
O 1.44 6.34 5.57
C 0.18 4.58 4.39
C -1.05 4.52 3.83
C -1.25 3.68 2.74
N -0.35 2.91 2.16
C 0.89 2.99 2.74
C 1.21 3.84 3.73
H -0.40 5.91 7.43
H -1.20 4.82 6.33
H -1.81 5.14 4.28
H -2.27 3.69 2.29
H 1.66 2.48 2.20
H 2.20 3.91 4.13
```

2S+1: 1
E_LUMO, eV: -0.1
Calculated total energy, Eh: -5611.8635
Orbital gap, eV: 7.403
Energy above the lowest of the compared OMol25 structures with the same formula, charge and spin, kcal/mol: 11.1

Löwdin population analysis, charges in e, atoms 1 to 99: 1.0667, -0.1612, 0.3767, -0.1666, -0.1659, -0.3770, 0.6822, -0.5206, 0.6325, -0.3654, 0.3342, -0.1863, -0.1763, -0.1813, -0.3061, -0.1324, -0.0765, -0.0801, -0.0699, -0.1006, -0.2649, -0.1182, -0.0939, -0.0917, -0.0964, -0.1154, -0.3231, -0.0831, -0.0720, -0.0979, -0.0739, -0.0901, -0.2473, -0.1002, -0.1275, -0.0808, -0.0624, -0.1088, 0.0074, -0.0013, 0.0273, 0.0442, 0.0015, 0.0335, 0.0286, 0.0366, 0.0027, -0.0186, -0.0117, 0.0196, -0.0123, 0.0256, 0.0372, -0.0237, 0.0247, 0.0344, 0.1288, 0.0847, 0.1024, 0.1028, 0.0684, 0.0575, 0.1119, 0.0987, 0.1284, 0.0946, 0.0425, 0.1315, 0.0912, 0.1194, 0.1283, 0.1367, 0.0948, 0.1080, 0.1122, 0.0810, -0.0423, -0.1301, -0.0224, -0.0351, 0.0235, -0.7263, 0.6854, -0.2910, 0.0092, -0.0098, -0.0211, -0.1188, 0.0924, 0.0499, 0.1077, 0.1010, 0.1327, 0.1415, 0.1202, 0.1264, 0.0856, 0.0202, 0.0991

=====

(4)
Density functional theory data (wB97M-V/def2-TZVPD) for a structure of composition C46H53ClN8O6S4W at a distorted geometry.

The geometry in XYZ format:
```
119
Properties=species:S:1:pos:R:3
W -1.60 1.34 -0.85
N -2.52 3.85 0.21
N -3.76 3.47 0.78
C -4.28 2.22 0.47
O -5.38 1.88 0.83
O -3.42 1.45 -0.15
H -1.99 4.36 0.92
H -2.67 4.49 -0.58
H -4.41 4.19 1.07
N -0.28 1.79 0.47
S 1.13 1.44 0.97
N 1.94 0.05 0.50
S 2.53 -0.33 -0.88
N 2.58 0.84 -1.95
S 1.25 1.20 -2.81
N -0.05 1.13 -2.06
C 1.30 0.08 -4.21
C 2.46 0.06 -4.97
C 2.54 -0.80 -6.05
C 1.47 -1.62 -6.36
C 0.32 -1.59 -5.59
C 0.22 -0.74 -4.51
C 1.60 2.83 -3.42
C 2.64 3.60 -2.92
C 2.84 4.86 -3.46
C 2.03 5.33 -4.48
C 0.99 4.54 -4.97
C 0.76 3.29 -4.43
C 4.24 -0.85 -0.72
C 5.23 -0.27 -1.49
C 6.54 -0.71 -1.35
C 6.84 -1.71 -0.44
C 5.83 -2.29 0.33
C 4.53 -1.86 0.19
C 1.68 -1.74 -1.52
C 0.48 -2.14 -0.97
C -0.18 -3.23 -1.51
C 0.38 -3.92 -2.58
C 1.58 -3.50 -3.13
C 2.24 -2.40 -2.61
C 2.20 2.83 0.81
C 1.67 3.99 0.25
C 2.48 5.09 0.08
C 3.82 5.04 0.44
C 4.35 3.88 0.97
C 3.55 2.77 1.17
C 0.99 1.12 2.71
C 1.94 0.39 3.42
C 1.80 0.25 4.78
C 0.73 0.86 5.44
C -0.22 1.57 4.72
C -0.09 1.70 3.36
H 3.27 0.72 -4.71
H 3.43 -0.81 -6.66
H 1.54 -2.29 -7.21
H -0.51 -2.23 -5.86
H -0.67 -0.68 -3.90
H 3.26 3.21 -2.13
H 3.65 5.47 -3.09
H 2.20 6.30 -4.91
H 0.38 4.90 -5.78
H -0.05 2.66 -4.77
H 4.96 0.51 -2.18
H 7.32 -0.27 -1.95
H 7.85 -2.06 -0.34
H 6.08 -3.07 1.02
H 3.73 -2.29 0.78
H 0.08 -1.58 -0.13
H -1.12 -3.55 -1.09
H -0.11 -4.79 -2.97
H 2.01 -4.03 -3.97
H 3.17 -2.05 -3.03
H 0.62 3.98 -0.03
H 2.06 6.00 -0.34
H 4.45 5.91 0.31
H 5.39 3.84 1.26
H 3.94 1.86 1.61
H 2.76 -0.07 2.88
H 2.52 -0.32 5.35
H 0.64 0.77 6.51
H -1.06 2.02 5.24
H -0.82 2.22 2.76
O -4.20 1.73 -3.15
Cl -2.85 1.40 -2.86
O -2.06 1.22 -4.04
O -2.25 2.65 -2.19
O -1.85 -0.39 -0.82
C -6.40 -4.45 3.26
C -6.88 -3.00 3.22
C -5.79 -2.00 2.84
C -5.41 -2.08 1.35
N -4.21 -1.30 1.09
C -2.99 -1.64 1.48
S -1.72 -0.46 1.39
N -2.73 -2.84 1.98
C -1.42 -3.37 2.31
C -1.24 -3.69 3.79
C -0.94 -2.47 4.67
C -2.15 -1.57 4.89
H -7.21 -5.09 3.59
H -5.58 -4.57 3.96
H -6.08 -4.79 2.27
H -7.24 -2.74 4.22
H -7.72 -2.90 2.54
H -4.91 -2.17 3.46
H -6.14 -0.99 3.04
H -6.21 -1.66 0.75
H -5.24 -3.11 1.04
H -4.34 -0.35 0.73
H -3.50 -3.46 2.16
H -0.67 -2.64 1.99
H -1.29 -4.29 1.73
H -0.40 -4.38 3.87
H -2.12 -4.21 4.17
H -0.14 -1.89 4.21
H -0.60 -2.84 5.64
H -2.38 -1.00 3.99
H -1.94 -0.86 5.69
H -3.02 -2.15 5.18
```

2S+1: 1
Net charge: +2
E_LUMO (alpha / beta), eV: -5.9 / -5.9
Calculated total energy, Eh: -4793.2770
Orbital gap (alpha / beta), eV: 5.486 / 5.479

Löwdin population analysis, charges in e, atoms 1 to 99: 1.5457, 0.0024, 0.0223, -0.6540, 0.1099, -0.3051, 0.1010, 0.1054, 0.1580, -0.5002, 0.9068, -0.3360, 0.9389, -0.3537, 0.8685, -0.4175, -0.3189, -0.0677, -0.0435, -0.0425, -0.0425, -0.0618, -0.2983, -0.0742, -0.0545, -0.0406, -0.0343, -0.0440, -0.3057, -0.0564, -0.0391, -0.0342, -0.0389, -0.0534, -0.3180, -0.0701, -0.0308, -0.0270, -0.0478, -0.0632, -0.3130, -0.0687, -0.0607, -0.0360, -0.0424, -0.0508, -0.3345, -0.0646, -0.0523, -0.0422, -0.0436, -0.0853, 0.1171, 0.1176, 0.1190, 0.1221, 0.0994, 0.0968, 0.1150, 0.1185, 0.1212, 0.1114, 0.1035, 0.1198, 0.1214, 0.1206, 0.1211, 0.0403, 0.1161, 0.1202, 0.1223, 0.1234, 0.0988, 0.1212, 0.1200, 0.1191, 0.1124, 0.1004, 0.1194, 0.1206, 0.1223, 0.0975, -0.3018, 0.8202, -0.3781, -0.5292, -0.5908, -0.1044, -0.2506, -0.1884, -0.1533, 0.0510, -0.6399, 0.8479, 0.0447, -0.2009, -0.1802, -0.2454, -0.1023